(1)
The following is a quantum chemistry calculation of a molecular structure, C25H29N3O4S2 in a non-equilibrium geometry, from the Open Molecules 2025 dataset.

The LUMO energy is -0.94 eV. The calculation puts the energy relative to the best compared isomer or geometry (same formula, charge and spin) at 4.183 eV. The value obtained for the max |F| is 0.0679 Eh/bohr. As for the HOMO-LUMO gap: 7.0 eV.

Geometry as ORCA input:
```
! wB97M-V def2-TZVPD RIJCOSX def2/J DEFGRID3
* xyz 0 1
C -2.68 -0.16 1.92
C -1.32 0.49 2.00
O -0.24 -0.44 2.43
C 0.97 0.16 2.41
S 2.64 -0.33 2.53
S 1.12 1.79 2.07
H -3.40 0.64 1.75
H -2.75 -0.83 1.06
H -2.98 -0.68 2.83
H -1.06 0.87 0.99
H -1.38 1.34 2.71
C 10.26 -2.53 1.92
N 8.92 -2.47 1.40
C 8.69 -2.39 0.06
O 9.57 -2.33 -0.80
C 7.18 -2.36 -0.15
C 6.72 -3.60 -0.92
C 7.24 -3.62 -2.34
C 8.02 -4.68 -2.81
C 8.61 -4.62 -4.07
C 8.38 -3.50 -4.89
C 7.55 -2.46 -4.45
C 6.98 -2.53 -3.18
N 6.68 -2.25 1.22
C 5.33 -2.09 1.46
C 4.75 -2.07 2.69
C 3.26 -2.12 2.98
C 2.88 -2.30 4.45
C 3.81 -2.29 5.49
C 3.41 -2.45 6.84
N 4.42 -2.61 7.83
O 4.09 -2.75 9.03
O 5.63 -2.59 7.49
C 2.06 -2.53 7.18
C 1.12 -2.46 6.16
C 1.52 -2.33 4.82
C 7.73 -2.39 2.25
C 7.58 -3.69 3.07
C 7.86 -1.19 3.20
H 10.96 -2.53 1.08
H 10.48 -1.68 2.57
H 10.41 -3.45 2.50
H 6.92 -1.45 -0.71
H 7.07 -4.50 -0.37
H 5.62 -3.61 -0.92
H 8.18 -5.54 -2.15
H 9.25 -5.44 -4.41
H 8.85 -3.45 -5.88
H 7.36 -1.59 -5.09
H 6.34 -1.72 -2.81
H 4.73 -2.02 0.55
H 5.41 -1.84 3.52
H 2.78 -2.89 2.33
H 4.89 -2.19 5.31
H 1.80 -2.61 8.24
H 0.06 -2.47 6.42
H 0.78 -2.22 4.03
H 7.64 -4.56 2.41
H 8.40 -3.74 3.80
H 6.63 -3.70 3.61
H 8.05 -0.28 2.62
H 6.97 -1.04 3.83
H 8.71 -1.37 3.87
*
```

(2)
The following is a quantum chemistry calculation of a molecular structure, C25H29N3O6 in a non-equilibrium geometry, from the Open Molecules 2025 dataset.

The LUMO energy is 0.44 eV. The calculation puts the energy relative to the best compared isomer or geometry (same formula, charge and spin) at 22.002 eV. The value obtained for the max |F| is 0.3501 Eh/bohr. As for the HOMO-LUMO gap: 8.0 eV.

Geometry as ORCA input:
```
! wB97M-V def2-TZVPD RIJCOSX def2/J DEFGRID3
* xyz 0 1
C 3.72 2.14 -2.84
H 4.10 2.73 -2.12
H 3.68 2.48 -3.75
H 4.17 1.09 -2.92
C 2.16 1.84 -2.71
C 1.59 1.05 -3.56
H 1.61 1.63 -4.55
H 2.04 -0.10 -3.61
H 0.55 0.68 -3.18
C 1.53 3.27 -2.46
H 1.73 3.67 -3.23
H 0.62 2.97 -2.14
H 1.96 3.86 -1.87
O 2.16 1.37 -1.06
C 2.56 0.04 -0.92
O 3.33 -0.47 -1.61
N 2.20 -0.09 0.29
C 2.72 -1.43 0.86
C 2.66 -1.60 2.52
C 1.51 -1.03 3.06
C 0.86 -1.84 4.02
C -0.21 -1.27 4.64
C -1.00 -0.29 4.04
C -0.34 0.47 2.93
C 0.74 -0.34 2.43
C 1.36 0.65 1.27
H 2.02 1.54 1.46
H 0.66 1.03 0.73
H -0.88 1.27 2.34
H -2.03 0.11 4.27
H -0.84 -1.94 5.46
H 1.34 -2.69 4.46
H 3.02 -2.51 2.81
H 3.52 -0.78 2.59
C 1.65 -2.52 0.31
O 0.76 -3.05 1.28
N 1.70 -2.97 -0.97
H 2.54 -2.05 -1.34
C 0.76 -3.49 -1.64
H 1.31 -3.90 -2.48
H 0.26 -4.09 -1.04
C -0.14 -2.30 -1.93
O -0.42 -2.02 -3.23
N -1.01 -1.96 -1.07
C -1.87 -1.11 -0.83
C -2.63 -0.70 0.43
C -3.47 0.38 0.59
C -3.94 1.18 -0.51
C -3.30 0.68 -1.65
C -2.20 -0.21 -1.86
H -1.98 -0.45 -2.85
H -3.62 1.37 -2.49
O -4.92 1.98 -0.23
C -5.50 2.11 0.89
C -4.58 1.89 2.09
H -4.98 1.84 3.19
O -3.85 0.46 1.83
H -3.67 2.58 2.10
H -5.98 2.90 1.11
H -6.22 1.44 1.00
H -2.26 -1.37 1.22
H -0.81 -2.39 -0.02
H 3.58 -1.80 0.44
*
```

(3)
The following is a quantum chemistry calculation of C25H29N5O4S in the gas phase in a non-equilibrium geometry, from the Open Molecules 2025 dataset.

The LUMO energy is 0.36 eV. The calculation puts the energy relative to the best compared isomer or geometry (same formula, charge and spin) at 0.523 eV. The value obtained for the max |F| is 0.0215 Eh/bohr. As for the HOMO-LUMO gap: 8.9 eV. The structure (SMILES) is CC[C@H](C)[C@H](NC(=O)c1ccccc1)C(=O)Nc1ccc(S(=O)(=O)Nc2cc(C)nc(C)n2)cc1.

Geometry as ORCA input:
```
! wB97M-V def2-TZVPD RIJCOSX def2/J DEFGRID3
* xyz 0 1
C 2.52 3.50 -1.15
H 2.16 2.48 -1.08
H 3.23 3.56 -1.98
C 3.19 3.97 0.13
H 4.04 3.32 0.37
H 3.61 4.96 -0.04
C 2.25 4.08 1.34
C 3.05 4.54 2.56
H 3.76 3.77 2.87
H 3.61 5.45 2.33
H 2.40 4.75 3.40
C 1.47 2.81 1.69
N 2.27 1.61 1.52
C 2.10 0.47 2.21
O 1.15 0.30 2.97
C 3.11 -0.59 1.96
C 4.45 -0.30 1.71
C 5.35 -1.32 1.50
C 4.93 -2.64 1.53
C 3.61 -2.94 1.79
C 2.70 -1.92 2.02
H 1.67 -2.13 2.23
H 3.28 -3.96 1.83
H 5.64 -3.44 1.36
H 6.39 -1.09 1.31
H 4.80 0.73 1.71
H 3.01 1.65 0.83
H 1.19 2.84 2.75
C 0.13 2.72 0.92
O -0.23 3.54 0.11
N -0.58 1.63 1.32
C -1.78 1.14 0.83
C -2.31 0.00 1.46
C -3.46 -0.58 0.99
C -4.10 -0.02 -0.11
C -3.62 1.11 -0.72
C -2.46 1.70 -0.26
H -2.06 2.59 -0.73
H -4.15 1.53 -1.56
S -5.54 -0.82 -0.77
O -5.88 -1.98 0.00
O -6.57 0.13 -1.07
N -5.01 -1.32 -2.32
C -3.97 -2.19 -2.45
N -3.15 -2.27 -1.41
C -2.11 -3.08 -1.52
N -1.82 -3.83 -2.58
C -2.64 -3.76 -3.62
C -3.75 -2.94 -3.61
H -4.42 -2.87 -4.46
C -2.31 -4.62 -4.80
H -3.08 -5.37 -4.94
H -1.35 -5.11 -4.63
H -2.25 -4.02 -5.71
C -1.19 -3.16 -0.35
H -1.70 -3.64 0.48
H -0.31 -3.74 -0.61
H -0.91 -2.16 -0.04
H -5.70 -1.27 -3.05
H -3.88 -1.47 1.43
H -1.78 -0.42 2.30
H -0.17 1.08 2.09
H 1.50 4.84 1.10
H 1.67 4.13 -1.38
*
```

(4)
The following is a quantum chemistry calculation of a molecular structure, C25H29N5O7Zr in a non-equilibrium geometry, from the Open Molecules 2025 dataset.

The LUMO energy is -6.80 eV. The calculation puts the energy relative to the best compared isomer or geometry (same formula, charge and spin) at 0.903 eV. The value obtained for the max |F| is 0.0309 Eh/bohr. As for the HOMO-LUMO gap: 6.0 eV.

Geometry as ORCA input:
```
! wB97M-V def2-TZVPD RIJCOSX def2/J DEFGRID3
* xyz 2 1
Zr -0.51 -0.33 0.47
O 1.22 -1.68 -2.46
C 0.40 -1.87 -1.60
O -0.68 -1.09 -1.40
C 0.43 -3.07 -0.64
C -1.00 -3.37 -0.14
C -1.09 -4.72 0.53
C -0.35 -4.48 1.87
C 0.06 -3.03 1.77
O -1.09 -2.41 1.01
C 1.21 -2.84 0.74
C 1.91 -1.49 1.00
O 2.72 -1.37 1.86
O 1.43 -0.45 0.24
H 0.86 -3.90 -1.20
H -1.77 -3.16 -0.86
H -0.62 -5.49 -0.09
H -2.12 -5.00 0.69
H 0.53 -5.12 1.99
H -1.01 -4.64 2.72
H 0.20 -2.51 2.71
H 1.98 -3.60 0.89
O 1.61 3.35 4.00
C 1.74 2.15 4.59
C 2.44 2.12 5.79
C 2.61 0.93 6.46
C 2.09 -0.27 5.96
C 1.40 -0.25 4.78
C 1.20 0.95 4.07
C 0.44 0.92 2.85
O -0.19 -0.21 2.49
N 0.28 2.02 2.13
N -0.57 1.76 1.09
C -1.30 2.62 0.50
C -2.38 2.05 -0.35
C -3.26 2.81 -1.07
C -4.32 2.18 -1.72
C -4.44 0.81 -1.64
C -3.50 0.10 -0.91
N -2.49 0.70 -0.26
H 1.11 3.24 3.16
H 2.83 3.05 6.17
H 3.16 0.93 7.39
H 2.24 -1.19 6.49
H 0.99 -1.16 4.38
H -1.24 3.68 0.72
H -3.14 3.89 -1.10
H -5.04 2.76 -2.28
H -5.25 0.28 -2.12
H -3.55 -0.97 -0.83
N 2.16 1.20 -4.30
C 2.73 1.96 -3.12
C 1.91 1.57 -1.91
N 0.46 1.81 -2.05
C -0.06 1.27 -3.31
C 0.74 1.64 -4.54
H 2.16 0.19 -4.06
H 2.74 1.32 -5.13
H 2.66 3.02 -3.37
H 3.78 1.68 -3.00
H 2.28 2.09 -1.03
H 2.05 0.50 -1.74
H 0.29 2.81 -2.01
H -1.09 1.60 -3.44
H -0.08 0.19 -3.22
H 0.78 2.71 -4.73
H 0.37 1.13 -5.43
*
```